The following is a quantum chemistry calculation of C32H35F2N3Pd as an isolated structure, from the OMol25 dataset.

Calculated values
gap between HOMO and LUMO	4.0985	eV
total charge	-2
DFT total energy	-1732.225787	a.u.
energy above the lowest of the compared OMol25 structures with the same formula, charge and spin	52.60	kJ/mol

```
73
C32H35F2N3Pd, DFT wB97M-V/def2-TZVPD
Pd -0.124 0.912 -0.533
F -0.769 4.724 -4.446
C -1.340 3.830 -3.575
C -0.528 3.126 -2.711
C -1.064 2.218 -1.797
C -2.485 2.078 -1.758
C -3.238 2.771 -2.696
F -4.588 2.623 -2.812
C -2.700 3.665 -3.614
C -2.950 1.207 -0.638
C -4.347 1.068 -0.398
C -5.127 0.164 0.380
C -4.866 -1.026 0.994
C -3.528 -1.685 1.004
N -1.977 0.716 0.097
H 0.529 3.317 -2.777
H -3.326 4.186 -4.325
H -4.949 1.809 -0.905
H -6.176 0.464 0.426
H -5.694 -1.536 1.485
H -3.428 -2.355 1.865
C 2.555 -2.010 4.001
C 1.248 -1.382 3.512
C 0.460 -0.787 4.684
C 0.385 -2.369 2.743
C -0.078 -3.508 3.394
C -0.935 -4.397 2.768
C -1.398 -4.101 1.496
C -0.991 -2.957 0.825
C -1.649 -2.572 -0.479
C -3.172 -2.454 -0.284
C -1.274 -3.522 -1.616
C -0.025 -2.125 1.418
N 0.568 -1.077 0.672
C 1.834 -1.229 0.492
C 2.689 -0.296 -0.133
C 4.083 -0.407 -0.227
C 4.511 0.774 -0.824
C 3.352 1.537 -1.066
N 2.247 0.893 -0.652
C 3.299 2.884 -1.747
C 2.393 3.822 -0.939
C 2.777 2.667 -3.176
C 4.694 3.507 -1.831
H 3.165 -1.265 4.519
H 3.135 -2.404 3.164
H 2.361 -2.832 4.695
H 1.502 -0.559 2.847
H 0.167 -1.563 5.396
H -0.445 -0.300 4.320
H 1.065 -0.047 5.216
H 0.231 -3.701 4.417
H -1.275 -5.286 3.286
H -2.128 -4.752 1.025
H -1.296 -1.573 -0.737
H -3.645 -3.447 -0.281
H -3.574 -1.903 -1.139
H -2.770 -0.896 1.092
H -1.661 -4.530 -1.433
H -0.188 -3.588 -1.722
H -1.688 -3.164 -2.561
H 2.323 -2.137 0.866
H 4.681 -1.239 0.117
H 5.530 1.052 -1.049
H 1.436 3.345 -0.735
H 2.225 4.764 -1.469
H 2.865 4.043 0.023
H 1.841 2.112 -3.151
H 3.500 2.078 -3.746
H 2.616 3.619 -3.693
H 5.143 3.594 -0.839
H 4.625 4.506 -2.270
H 5.359 2.907 -2.457
```